{"formula": "CH4N2S", "method": "ωB97M-V with the def2-TZVPD basis set", "lumo_ev": 0.18, "e_above_lowest_ev": 3.091, "total_charge": 0, "homo_lumo_gap_ev": 8.8155, "elements": ["C", "N", "N", "S", "H", "H", "H", "H"], "positions_angstrom": [[1.08906, 0.39588, 0.00056], [-1.54430, -0.13534, 0.21158], [0.17339, -0.57525, 0.02085], [2.65003, -0.03912, 0.11082], [0.72615, 1.35811, -0.14581], [-2.00892, -0.47870, -0.76205], [-1.55320, 0.93561, 0.13198], [0.46779, -1.46120, 0.43207]]}


{"formula": "C3H6N2O", "method": "ωB97M-V with the def2-TZVPD basis set", "lumo_ev": 0.13, "e_above_lowest_ev": 5.243, "total_charge": 0, "homo_lumo_gap_ev": 9.0714, "elements": ["C", "C", "N", "C", "N", "O", "H", "H", "H", "H", "H", "H"], "positions_angstrom": [[0.92246, -0.32023, 0.72061], [-0.08254, 0.36580, -0.15525], [-1.23537, -0.47428, 0.03158], [-0.10999, 1.63706, -0.52837], [1.51076, -1.51139, 0.23454], [0.93619, -2.09653, -0.68615], [-1.12060, -1.36189, -0.45413], [-2.12126, -0.06225, -0.23829], [-0.14262, -0.81980, 1.26320], [1.67340, 0.30429, 1.19703], [-0.96576, 2.05761, -1.03531], [0.73534, 2.28161, -0.34945]]}


{"formula": "C43H25F4N10S7Sc", "method": "ωB97M-V with the def2-TZVPD basis set", "lumo_ev": [-3.10, -2.80], "e_above_lowest_ev": 1.304, "total_charge": 0, "homo_lumo_gap_ev": [3.4281, 3.7276], "elements": ["Sc", "C", "C", "C", "C", "C", "C", "C", "N", "N", "C", "C", "C", "C", "C", "C", "N", "C", "C", "C", "C", "C", "C", "N", "H", "H", "H", "H", "H", "H", "H", "H", "H", "H", "H", "H", "H", "H", "H", "H", "H", "H", "H", "H", "S", "C", "C", "C", "C", "N", "C", "C", "C", "S", "C", "N", "H", "H", "C", "S", "C", "C", "S", "S", "C", "S", "S", "H", "H", "H", "F", "C", "C", "F", "C", "C", "C", "F", "C", "C", "C", "N", "C", "N", "F", "C", "C", "N", "C", "N"], "positions_angstrom": [[-1.51957, 0.42917, 0.85556], [0.23512, -2.01008, 2.19298], [1.44309, -1.30174, 1.60417], [1.32851, -0.97901, 0.14155], [2.35345, -1.30167, -0.73199], [2.29067, -0.88739, -2.05110], [1.18768, -0.16414, -2.47693], [0.18307, 0.08568, -1.56728], [0.24090, -0.31614, -0.28650], [-0.92710, -1.12476, 2.50107], [-2.10207, -1.99579, 2.72215], [-2.67704, -2.45452, 1.41029], [-3.18194, -3.73054, 1.24053], [-3.73279, -4.07709, 0.01714], [-3.75608, -3.13545, -0.99648], [-3.22476, -1.88369, -0.75253], [-2.69654, -1.53928, 0.42916], [-0.66249, -0.33494, 3.71716], [-1.74892, 0.68628, 3.94087], [-1.97058, 1.25440, 5.18377], [-2.95659, 2.21785, 5.31026], [-3.70132, 2.57480, 4.19569], [-3.42362, 1.96052, 2.99122], [-2.46500, 1.03312, 2.86449], [0.52423, -2.51997, 3.11972], [-0.10907, -2.77335, 1.49177], [2.32143, -1.93390, 1.75480], [1.65880, -0.37809, 2.15117], [3.21064, -1.84182, -0.36085], [3.11354, -1.09920, -2.72360], [1.11139, 0.22396, -3.48246], [-0.70251, 0.63832, -1.86822], [-2.86877, -1.43946, 3.26510], [-1.81891, -2.85566, 3.33914], [-3.12941, -4.44279, 2.05228], [-4.12150, -5.07312, -0.14516], [-4.16075, -3.36510, -1.97079], [-3.21570, -1.11898, -1.51875], [0.29104, 0.18704, 3.59803], [-0.56590, -0.98891, 4.59229], [-1.37247, 0.94899, 6.03108], [-3.14338, 2.68416, 6.26801], [-4.48088, 3.31982, 4.25359], [-3.96773, 2.20469, 2.08736], [-2.80952, 1.15189, -3.38776], [-2.46287, 2.73251, -2.72223], [-2.01041, 3.82035, -3.45898], [-1.80210, 5.03617, -2.82220], [-1.37308, 6.16595, -3.59547], [-1.07947, 7.07346, -4.23326], [-2.04510, 5.16385, -1.44700], [-2.49474, 4.06942, -0.71882], [-2.69983, 2.85787, -1.35574], [-3.34482, 1.39338, -0.60191], [-1.85087, 6.41290, -0.76995], [-1.68621, 7.39749, -0.20311], [-1.82775, 3.73559, -4.52109], [-2.67644, 4.17108, 0.34210], [-0.82123, -2.61746, -4.02484], [-0.10598, -4.24129, -4.38548], [1.19656, -4.37128, -3.22826], [1.08230, -4.37068, -1.82690], [-0.29653, -4.06711, -0.95393], [2.57635, -4.73555, -0.98704], [3.61862, -4.88314, -2.37235], [5.21569, -5.12110, -2.31208], [2.75233, -4.64684, -3.87785], [-1.69595, -2.54335, -4.66944], [-0.11985, -1.83039, -4.28439], [-1.11714, -2.54620, -2.98186], [2.33506, 2.02687, 2.28988], [3.05211, 1.70121, 1.18993], [4.03030, 0.74160, 1.32751], [4.21279, 0.22500, 2.55694], [4.76683, 0.24441, 0.24111], [4.52785, 0.92684, -0.96041], [3.54442, 1.88519, -1.09288], [3.27741, 2.34909, -2.32351], [2.73379, 2.28259, -0.03267], [1.52680, 3.10605, -0.21030], [0.41636, 2.70238, 0.44273], [-0.51627, 2.26908, 1.02828], [1.41077, 4.20086, -1.10135], [1.26114, 5.08488, -1.82499], [5.13962, 0.51974, -2.08419], [5.54423, -0.96707, 0.35494], [6.49864, -1.38198, -0.60026], [7.27835, -1.75740, -1.36520], [5.07436, -1.95128, 1.24534], [4.67331, -2.79784, 1.92914]]}


{"formula": "C21H30CaIN4PSb", "method": "ωB97M-V with the def2-TZVPD basis set", "lumo_ev": [2.31, 2.31], "e_above_lowest_ev": 0.574, "total_charge": -1, "homo_lumo_gap_ev": [4.6343, 4.3125], "elements": ["Ca", "C", "Sb", "C", "C", "H", "H", "H", "H", "H", "H", "H", "H", "H", "C", "N", "C", "N", "C", "N", "C", "P", "C", "C", "H", "H", "H", "H", "H", "H", "H", "H", "H", "H", "H", "H", "C", "C", "C", "C", "C", "C", "C", "H", "H", "H", "H", "H", "I", "C", "C", "C", "C", "N", "C", "H", "H", "H", "H"], "positions_angstrom": [[0.16699, -1.34272, 1.06795], [2.24366, 2.59449, -1.87308], [1.93306, 0.60102, -1.11690], [3.93698, 0.16566, -0.55085], [1.95474, -0.43871, -2.96092], [3.05691, 2.60721, -2.59849], [2.49094, 3.27340, -1.05813], [1.33564, 2.95030, -2.35959], [4.60923, 0.29222, -1.39867], [3.93074, -0.87637, -0.23833], [4.26051, 0.80321, 0.26997], [2.88831, -0.26657, -3.49454], [1.11740, -0.12956, -3.58558], [1.86081, -1.50202, -2.73786], [-4.71370, 0.87922, -1.35552], [-3.38511, 0.90241, -1.95998], [-2.86313, 2.25998, -1.88391], [-2.84703, 2.82500, -0.53837], [-4.19478, 2.73490, 0.01809], [-4.75644, 1.38714, 0.01443], [-4.03371, 0.50154, 0.93812], [-2.23037, 0.30553, 0.51456], [-2.49664, -0.04895, -1.28883], [-1.88855, 2.12355, 0.31638], [-5.09212, -0.14445, -1.36974], [-5.37441, 1.50528, -1.96246], [-3.49182, 2.90052, -2.50953], [-1.84604, 2.27166, -2.28378], [-4.85140, 3.37146, -0.58204], [-4.18163, 3.11488, 1.04172], [-4.51378, -0.48006, 0.93201], [-4.12909, 0.89987, 1.95158], [-2.90315, -1.05895, -1.38423], [-1.52584, -0.07121, -1.79253], [-0.87995, 2.24133, -0.09002], [-1.88764, 2.59516, 1.30331], [-0.54642, -3.17525, 0.08277], [0.61237, -3.46761, -0.55363], [0.74324, -3.87311, -1.95261], [1.95125, -3.95043, -2.57547], [3.17467, -3.64560, -1.92321], [3.11522, -3.34223, -0.57134], [1.91703, -3.27140, 0.12493], [-0.16656, -4.09491, -2.50019], [1.97339, -4.24990, -3.62055], [4.11955, -3.73646, -2.44159], [4.03938, -3.19897, -0.01471], [1.95251, -3.24219, 1.21336], [3.55536, 2.75945, 4.15476], [2.17815, 1.18036, 4.27719], [1.79484, 0.68792, 5.54605], [0.82948, -0.35237, 5.50291], [0.36285, -0.82373, 4.31256], [0.76161, -0.36296, 3.07338], [1.67026, 0.67049, 3.12224], [2.21255, 1.06912, 6.46385], [0.44830, -0.79112, 6.41714], [-0.37414, -1.62270, 4.30274], [1.97550, 1.08624, 2.16521]]}


{"formula": "C6H13N3O2", "method": "ωB97M-V with the def2-TZVPD basis set", "lumo_ev": 0.28, "e_above_lowest_ev": 7.863, "total_charge": 0, "homo_lumo_gap_ev": 8.3099, "elements": ["C", "C", "C", "C", "C", "C", "N", "N", "N", "O", "O", "H", "H", "H", "H", "H", "H", "H", "H", "H", "H", "H", "H", "H"], "positions_angstrom": [[1.45966, -0.69176, -1.70406], [0.27084, 0.55374, 0.91156], [-1.02797, -0.15174, 1.39126], [1.56567, -0.28714, 1.14905], [-0.99762, -1.63352, 1.69888], [0.25843, 1.33834, -2.56744], [0.20204, 0.90959, -0.45729], [0.66933, 0.36008, -1.52939], [-2.22778, 0.35004, 1.15848], [-2.28600, 1.53016, 0.39868], [-3.32143, -0.14249, 1.51449], [1.46301, -1.55348, -1.14911], [2.06221, -0.68269, -2.59118], [0.32482, 1.44795, 1.67564], [1.68347, -1.30276, 0.62689], [1.76217, -0.31204, 2.21740], [2.33812, 0.26309, 0.75914], [-0.34303, -2.26167, 1.05625], [-2.01357, -2.02155, 1.68314], [-0.76095, -1.74274, 2.74137], [1.10364, 2.10054, -2.89171], [0.05754, 0.66199, -3.51499], [-0.63342, 1.85088, -2.35436], [-1.60920, 1.41719, -0.22269]]}


Energy in eV, matching the order above: -14914.513, -8231.455, -167314.767, -70585.514, -14990.189